# 1
The following is a quantum chemistry calculation of C32H40BrCl2N4RuSeSi as an isolated structure at a distorted geometry, from the OMol25 dataset.

Last column: Löwdin spin population.
Geometry (Å):
H: -1.6277 0.3567 4.7348  0.001
Cl: -1.6606 -2.0829 -3.3663  0.003
N: 0.2237 -0.0694 -2.1046  0.008
H: -2.9286 4.5759 0.9892  0.000
C: 1.0099 0.8031 -4.2296  -0.001
C: 1.6309 0.1832 3.7437  0.004
C: 0.0040 -2.1070 -0.0465  0.715
C: -0.4240 4.6914 -2.7827  0.000
C: 2.9919 -0.2183 -0.7819  0.012
N: 0.0696 0.0519 1.8550  0.006
C: 1.3464 0.0747 2.3640  0.009
H: 3.2422 0.2530 5.2031  0.000
H: 1.4796 7.5679 -0.0604  0.000
C: 3.7586 0.0086 1.8570  -0.001
H: 2.2845 4.4974 2.0768  0.000
H: 1.7043 1.4370 -6.1297  0.000
H: -2.6325 4.2030 -1.2328  0.000
C: -0.9581 0.1592 2.7414  -0.012
C: 3.0128 0.1850 4.1444  -0.006
C: -0.9580 5.3223 1.6598  0.000
H: -0.6478 3.6279 -2.6744  0.000
H: 3.5785 5.4510 -1.1952  0.000
Ru: 0.0190 -0.1251 -0.2280  0.056
H: 2.0940 5.9573 -2.0092  0.000
H: -0.5059 7.4775 1.5968  0.000
C: -0.8975 5.4976 -1.5598  0.000
Si: 0.0000 4.9380 0.0369  0.000
Br: -0.0085 2.6938 -0.0487  0.002
H: 3.6986 4.8076 1.0633  0.000
H: -1.8364 7.0256 2.6739  0.000
H: -2.8809 5.5049 -2.4021  0.000
H: 5.0584 0.1018 3.5865  0.000
H: 2.3753 4.2416 -1.6675  0.000
H: -1.1806 -1.7478 -6.0893  0.000
C: -0.0851 5.0134 2.8862  0.000
C: -2.4107 5.2529 -1.4433  0.000
N: -1.9995 0.0024 -0.2980  0.011
C: -0.5932 -0.9886 -4.2086  0.000
C: 2.5013 5.2542 -1.2798  0.000
C: 4.0273 0.1024 3.2478  0.001
H: 1.7018 7.0069 1.6020  0.000
C: 4.7407 -0.0749 0.8629  0.015
Se: -4.9157 0.4056 -0.0040  0.000
H: 3.0951 7.1398 0.5231  0.000
H: -0.6831 5.1691 3.7936  0.000
H: 5.1015 -0.2653 -1.2374  0.000
H: 0.3204 -0.2202 -7.3963  0.000
H: -0.9569 5.0587 -3.6702  0.000
H: -0.3706 -2.5600 0.8741  0.064
Cl: 2.0108 2.0013 -3.4172  0.000
H: 0.7288 0.3619 5.6943  -0.001
C: -1.3646 6.8072 1.7069  0.000
C: -2.2189 4.4504 1.8027  0.000
C: 2.0331 6.8648 0.5701  0.000
C: 2.6491 4.4819 1.0516  0.000
C: 4.3662 -0.1934 -0.4467  0.008
H: 5.7906 -0.0575 1.1424  0.001
H: -0.9637 7.6209 -0.9717  0.000
C: 0.5527 0.2829 4.6273  -0.014
H: -1.9675 3.3901 1.8576  0.000
H: 0.6430 4.7774 -2.9762  0.000
H: 0.7899 5.6632 2.9535  0.000
H: 0.3918 7.2106 -2.0318  0.000
C: -3.1423 0.1588 -0.2055  0.000
H: -2.0866 7.0557 0.9258  0.000
C: 2.4028 -0.0054 1.4367  0.015
C: -0.6588 6.9970 -1.8179  0.000
C: 0.2100 -0.0808 -3.3852  0.001
N: 2.0493 -0.1053 0.1081  0.040
C: 1.0522 0.7466 -5.6039  0.000
H: -1.9509 0.1529 2.3113  -0.001
H: -2.8797 5.8702 -0.6749  0.000
H: -2.7276 4.7255 2.7369  0.000
H: 0.2497 3.9721 2.8844  0.000
H: 2.6500 -0.3350 -1.8032  0.001
H: 2.6230 3.4465 0.7068  0.000
C: -0.7622 0.2730 4.0894  0.006
C: 0.2821 -0.1728 -6.3148  -0.001
H: 0.0150 -2.7630 -0.9127  0.059
H: -1.2436 7.3114 -2.6919  0.000
C: 1.8610 5.4067 0.1067  0.000
C: -0.5471 -1.0307 -5.5770  0.000

The HOMO-LUMO gap (alpha / beta) is 0.13727 / 0.13453 Eh. Its expectation value of S² is 0.7706. Its multiplicity is 2. Its relative energy (zero: lowest compared OMol25 entry of this formula, charge and spin) is 0.998 eV. The value obtained for the LUMO energy (alpha / beta) is 3.96 / 3.96 eV. As for the HOMO energy (alpha / beta): 0.229 / 0.303 eV. The charge is -2.

---

# 2
The following is a quantum chemistry calculation of C32H40BrF6N11O4RbS3 as an isolated structure at a distorted geometry, from the OMol25 dataset.

Last column: Mulliken charge in e.
Geometry (Å):
H: 3.2777 -19.4942 -7.3845  0.368
C: 14.0182 -17.6361 -14.0266  -0.373
N: 8.8742 -14.7529 -7.1494  0.192
N: 6.9519 -16.7641 -13.5811  -0.527
C: 11.8363 -10.0499 -11.1276  -0.884
H: 10.6549 -18.2241 -10.4444  0.362
H: 5.1778 -12.4753 -4.7600  0.310
H: 9.8384 -17.9202 -3.3224  0.308
C: 9.8743 -11.6537 -10.9900  -0.179
F: 3.7235 -16.1041 -11.5376  -0.238
H: 5.8080 -22.8321 -8.4367  0.280
H: 8.0490 -22.9041 -7.3337  0.221
C: 5.4065 -17.5103 -6.4980  -0.935
C: 4.8779 -15.6646 -12.1472  0.608
H: 5.1246 -10.7752 -4.3195  0.438
H: 7.4994 -13.0722 -3.6356  0.296
C: 9.1878 -18.3676 -5.2627  -0.140
N: 9.7682 -12.9805 -11.2611  0.589
C: 11.9755 -12.5713 -11.0652  -0.848
C: 6.2637 -21.8865 -8.0737  -0.648
H: 6.9346 -11.6077 -2.7665  0.411
H: 7.4980 -10.9345 -6.8604  0.344
H: 5.9095 -13.7135 -6.5151  0.322
C: 7.9148 -11.5608 -6.0750  -1.104
N: 5.1624 -18.4849 -7.5336  0.620
H: 11.5971 -9.3898 -10.2909  0.280
H: 8.6496 -11.7225 -3.3416  0.326
C: 7.5868 -12.0025 -3.5542  -1.379
N: 7.9578 -12.9456 -6.4337  0.776
O: 8.1815 -14.9088 -12.3676  -0.943
C: 3.7232 -18.5848 -7.8385  -1.141
O: 6.0294 -18.0494 -11.5896  -0.567
C: 11.0534 -13.5618 -11.2483  -0.068
F: 5.5475 -15.0643 -11.1080  -0.171
N: 11.2689 -11.3827 -11.0323  0.190
H: 12.0986 -17.3240 -4.0696  0.407
C: 7.4731 -21.9174 -7.4229  -0.674
C: 10.1548 -18.0048 -4.3676  -0.735
H: 7.2552 -10.2550 -4.6826  0.339
C: 11.6789 -17.5597 -6.1839  -0.417
H: 4.8943 -17.7813 -5.5289  0.197
H: 11.6273 -19.4086 -9.4293  0.140
C: 13.0698 -17.0048 -13.2353  -0.162
N: 13.3594 -16.3918 -12.0998  -0.064
H: 5.2464 -11.1568 -6.0219  0.363
C: 11.8264 -16.5146 -8.9557  -0.917
C: 15.2712 -17.9246 -13.4420  0.077
S: 5.6603 -17.2680 -12.7677  0.950
C: 7.0816 -11.3138 -4.8117  0.874
C: 10.7391 -18.7026 -9.4630  -0.758
N: 8.2773 -18.4099 -7.5181  1.256
C: 6.0358 -19.5086 -7.6929  -0.398
H: 11.2049 -14.6492 -11.3074  0.456
S: 8.2822 -16.1823 -13.0917  1.322
H: 4.5969 -20.7894 -8.7021  0.435
H: 8.9337 -13.5967 -11.4434  0.209
H: 12.9581 -10.0462 -11.2657  0.285
H: 9.8301 -19.2487 -9.2178  0.097
H: 12.2896 -15.9155 -8.1412  0.447
Br: 16.5698 -19.0336 -14.3048  -0.155
H: 3.1593 -17.6615 -7.5051  0.308
H: 8.1853 -18.7067 -4.9341  0.240
C: 9.3932 -18.2584 -6.6844  -0.242
C: 5.5675 -20.7156 -8.2332  -0.496
F: 4.5872 -14.7286 -13.0312  -0.211
C: 15.5208 -17.3038 -12.1654  -0.469
C: 6.9679 -13.8790 -6.7169  -0.363
C: 5.6006 -11.4707 -5.0255  -1.560
H: 13.0677 -12.5274 -11.0784  0.421
C: 9.0036 -15.6778 -14.7545  0.254
N: 10.9106 -17.5313 -8.5534  0.791
H: 11.4411 -9.5615 -12.0164  0.347
H: 16.5499 -17.4445 -11.7681  0.322
C: 11.3721 -17.5386 -4.8114  -0.956
H: 11.3196 -15.8116 -9.6441  -0.237
C: 14.5660 -16.5427 -11.5374  -0.272
H: 3.5985 -18.5680 -8.9606  0.286
N: 9.1669 -13.4767 -6.7983  -0.932
O: 4.6464 -17.8414 -13.5906  -0.665
N: 7.5313 -14.9910 -7.0836  -0.094
H: 12.6952 -17.3989 -6.5559  0.443
F: 9.4519 -16.7318 -15.4389  -0.211
C: 8.0463 -20.7437 -7.0310  -0.491
H: 12.0296 -16.9310 -13.5487  0.287
H: 8.9413 -11.2432 -5.9778  0.459
Rb: 7.7971 -16.9081 -9.7418  0.636
H: 14.7365 -16.0294 -10.5786  0.436
H: 12.6979 -17.0208 -9.4557  0.400
H: 13.6894 -17.9656 -15.0448  0.373
C: 10.6895 -17.7655 -7.1883  -0.286
O: 9.1821 -17.1305 -12.4746  -0.641
S: 8.7092 -10.5184 -10.7092  -0.445
F: 8.0359 -15.1043 -15.4298  -0.187
F: 10.0915 -14.8515 -14.5978  -0.197
H: 9.0769 -20.8159 -6.6903  0.294
C: 7.4975 -19.4983 -7.2936  0.367
H: 6.4793 -17.3785 -6.2732  0.177
H: 4.9851 -16.5716 -6.9010  0.445

The HOMO-LUMO gap is 0.17302 Eh. Its relative energy (zero: lowest compared OMol25 entry of this formula, charge and spin) is 0.000 eV. The value obtained for the LUMO energy is 1.90 eV. As for the HOMO energy: -2.813 eV. The charge is -1.

---

Number 1: DFT total energy -7742.63744 hartree. Number 2: DFT total energy -6538.46837 hartree.